No. 1
{
  "formula": "C18H52N16O28S5",
  "method": "the ωB97M-V functional and the def2-TZVPD basis",
  "elements": ["C", "O", "N", "N", "H", "H", "H", "H", "C", "O", "N", "N", "H", "H", "H", "H", "C", "O", "N", "N", "H", "H", "H", "H", "C", "O", "N", "N", "H", "H", "H", "H", "C", "O", "N", "N", "H", "H", "H", "H", "C", "O", "N", "N", "H", "H", "H", "H", "C", "O", "N", "N", "H", "H", "H", "H", "C", "O", "N", "N", "H", "H", "H", "H", "C", "C", "O", "S", "O", "O", "O", "H", "H", "H", "H", "C", "C", "O", "S", "O", "O", "O", "H", "H", "H", "H", "C", "C", "O", "S", "O", "O", "O", "H", "H", "H", "H", "C", "C", "O", "S", "O", "O", "O", "H", "H", "H", "H", "C", "C", "O", "S", "O", "O", "O", "H", "H", "H", "H"],
  "positions_angstrom": [[-22.52669, -12.98726, -0.70321], [-22.90501, -13.11368, -1.82382], [-22.37633, -14.01288, 0.06123], [-22.37994, -11.84940, -0.02963], [-22.56985, -14.90256, -0.37594], [-22.08957, -13.92483, 1.02565], [-21.99745, -11.82800, 0.90490], [-22.50606, -10.98338, -0.53381], [-23.41247, -15.38948, 3.86486], [-23.90397, -15.51404, 2.78090], [-22.92479, -16.36807, 4.43002], [-23.23997, -14.26077, 4.43871], [-22.75219, -16.42084, 5.42377], [-22.72728, -17.21644, 3.91881], [-23.39701, -14.24547, 5.43631], [-23.32339, -13.43362, 3.86517], [-21.36164, -21.38202, -0.74800], [-21.83230, -22.49029, -0.91925], [-20.92878, -20.57275, -1.60166], [-21.29908, -20.82031, 0.49246], [-20.74844, -19.60998, -1.35541], [-21.08200, -20.85377, -2.55960], [-21.70939, -21.44306, 1.17358], [-20.80697, -19.95240, 0.64946], [-15.64103, -12.46033, 1.01411], [-16.62371, -13.06085, 1.46525], [-14.56338, -13.08068, 0.92424], [-15.46442, -11.15509, 0.98233], [-14.44744, -14.03331, 1.23914], [-13.74716, -12.53812, 0.68029], [-16.05701, -10.44708, 1.39180], [-14.58485, -10.86629, 0.57853], [-14.14404, -16.21250, 1.46220], [-13.72957, -15.43302, 2.32902], [-15.40225, -16.39479, 1.16624], [-13.38461, -16.85451, 0.54811], [-15.63477, -17.16543, 0.55620], [-16.15181, -16.06026, 1.75476], [-13.69438, -17.81487, 0.50504], [-12.39635, -16.65153, 0.59545], [-19.83710, -12.26245, 3.21171], [-20.51541, -12.70778, 2.33719], [-20.31457, -12.04086, 4.37956], [-18.83175, -11.52455, 2.89163], [-21.29488, -12.28286, 4.40278], [-19.81054, -11.72807, 5.19700], [-18.61596, -10.77743, 3.53611], [-18.30375, -11.51400, 2.03070], [-16.52777, -13.98323, -2.89396], [-15.38615, -13.60336, -3.11459], [-16.89451, -14.26609, -1.65416], [-17.46761, -14.02936, -3.81114], [-17.71632, -14.77851, -1.36751], [-16.12086, -14.20076, -1.00817], [-18.43636, -14.29225, -3.69937], [-17.05179, -13.64309, -4.64661], [-19.02631, -22.16448, 1.91150], [-18.48424, -22.77323, 1.04759], [-18.68153, -20.92061, 2.21636], [-19.95415, -22.64642, 2.70012], [-18.00792, -20.39318, 1.67955], [-18.96041, -20.59815, 3.13197], [-20.05653, -22.09754, 3.54175], [-20.28380, -23.58936, 2.55072], [-18.92304, -11.41102, -1.10624], [-17.92572, -10.64769, -2.03390], [-17.62769, -9.59057, -1.17463], [-18.99808, -9.03612, -0.35470], [-19.62315, -7.93693, -1.09649], [-18.68202, -8.89449, 1.06849], [-19.84864, -10.39145, -0.64998], [-18.42727, -11.80810, -0.22045], [-19.33434, -12.25147, -1.66533], [-18.59463, -10.34245, -2.83857], [-17.16459, -11.33247, -2.40789], [-18.92887, -17.82555, -4.31978], [-19.90358, -16.73840, -4.81344], [-20.58244, -16.27847, -3.69397], [-19.92956, -16.68443, -2.29900], [-20.72754, -17.79301, -1.64056], [-19.67870, -15.35907, -1.70531], [-18.53333, -17.24401, -3.00701], [-17.95869, -17.87919, -4.81372], [-19.29316, -18.79481, -3.97931], [-20.61095, -17.06021, -5.57775], [-19.45571, -15.82819, -5.21222], [-20.05220, -15.77229, 2.14008], [-18.81757, -15.19720, 1.50674], [-18.24888, -16.18042, 0.69192], [-18.56032, -17.70030, 1.34240], [-17.42113, -18.17153, 2.08921], [-19.25653, -18.61951, 0.44776], [-19.71649, -17.09863, 2.45477], [-20.82534, -15.81958, 1.37319], [-20.49672, -15.33924, 3.03616], [-18.10113, -14.98107, 2.29926], [-18.98805, -14.33505, 0.86196], [-18.07842, -17.13467, 5.21817], [-16.90790, -16.24186, 4.93005], [-15.99044, -16.78645, 5.91060], [-16.72822, -17.09344, 7.33880], [-17.09080, -15.84027, 8.04330], [-16.06461, -18.12356, 8.14355], [-17.94707, -17.76149, 6.48341], [-18.12896, -18.05830, 4.64157], [-19.03412, -16.61129, 5.18975], [-17.17331, -15.22537, 5.22058], [-16.54112, -16.39328, 3.91484], [-12.30627, -19.05396, 4.58928], [-13.10159, -19.50704, 5.77571], [-13.94882, -20.43140, 5.30054], [-14.35202, -20.24726, 3.66094], [-15.64177, -19.75997, 3.38190], [-13.84280, -21.48831, 3.00554], [-13.18055, -19.03082, 3.48482], [-11.56049, -19.80315, 4.32355], [-11.83652, -18.10039, 4.83036], [-13.78245, -18.79353, 6.23984], [-12.71786, -19.95823, 6.69074]],
  "e_tot_ha": -5690.73798,
  "gap_ev": 8.74,
  "total_charge": 0,
  "e_homo_ev": -9.0,
  "relative_energy_kcal_mol": 195.7
}

No. 2
{
  "formula": "C7H23N8O5Tl",
  "method": "the ωB97M-V functional and the def2-TZVPD basis",
  "elements": ["Tl", "C", "C", "C", "O", "H", "H", "H", "H", "H", "H", "H", "C", "O", "N", "N", "H", "H", "H", "H", "C", "O", "N", "N", "H", "H", "H", "H", "C", "O", "N", "N", "H", "H", "H", "H", "C", "O", "N", "N", "H", "H", "H", "H"],
  "positions_angstrom": [[-0.49802, -0.70341, 0.52075], [0.89955, -3.72682, -2.89160], [1.51867, -2.40020, -2.50091], [2.35073, -1.69502, -3.66185], [0.73014, -1.59194, -1.88500], [0.65523, -4.24096, -1.95294], [1.57775, -4.39472, -3.41865], [-0.05579, -3.67372, -3.41562], [2.39977, -2.70538, -1.86615], [1.61797, -1.33699, -4.38422], [2.93771, -2.49804, -4.10075], [3.01874, -0.91380, -3.31536], [-3.40263, -0.01452, -2.06866], [-2.30104, -0.01668, -1.51214], [-4.46361, -0.65061, -1.48193], [-3.78437, 0.74017, -3.13387], [-5.33002, -0.74981, -1.97827], [-4.27152, -1.09001, -0.60249], [-4.55179, 0.39061, -3.68229], [-3.07662, 1.28859, -3.59242], [1.10724, 2.12491, -1.38167], [0.03825, 1.78114, -0.86195], [1.64271, 3.34112, -1.13455], [1.81055, 1.35610, -2.24658], [1.22333, 3.98228, -0.48951], [2.43939, 3.60031, -1.68924], [2.74224, 1.61283, -2.51501], [1.37280, 0.46738, -2.40557], [-0.44859, -1.45707, 4.39931], [-0.82756, -1.30677, 3.22607], [-1.26165, -1.11809, 5.42735], [0.81428, -1.83279, 4.67856], [-0.89468, -1.17989, 6.36093], [-2.00347, -0.47481, 5.21639], [1.11146, -2.02010, 5.61972], [1.47398, -1.90345, 3.92877], [0.15423, 2.50667, 2.83440], [-0.34171, 1.67308, 2.09476], [-0.00040, 3.85610, 2.71216], [0.99420, 2.17144, 3.87595], [0.41182, 4.50560, 3.35415], [-0.43717, 4.11200, 1.84447], [1.50109, 2.92218, 4.31138], [1.40681, 1.26314, 3.76407]],
  "e_tot_ha": -1266.70293,
  "gap_ev": 3.76,
  "total_charge": 2,
  "e_homo_ev": -15.1,
  "relative_energy_kcal_mol": 0.0
}

Copy entry 2 word for word.
{
  "formula": "C7H23N8O5Tl",
  "method": "the ωB97M-V functional and the def2-TZVPD basis",
  "elements": ["Tl", "C", "C", "C", "O", "H", "H", "H", "H", "H", "H", "H", "C", "O", "N", "N", "H", "H", "H", "H", "C", "O", "N", "N", "H", "H", "H", "H", "C", "O", "N", "N", "H", "H", "H", "H", "C", "O", "N", "N", "H", "H", "H", "H"],
  "positions_angstrom": [[-0.49802, -0.70341, 0.52075], [0.89955, -3.72682, -2.89160], [1.51867, -2.40020, -2.50091], [2.35073, -1.69502, -3.66185], [0.73014, -1.59194, -1.88500], [0.65523, -4.24096, -1.95294], [1.57775, -4.39472, -3.41865], [-0.05579, -3.67372, -3.41562], [2.39977, -2.70538, -1.86615], [1.61797, -1.33699, -4.38422], [2.93771, -2.49804, -4.10075], [3.01874, -0.91380, -3.31536], [-3.40263, -0.01452, -2.06866], [-2.30104, -0.01668, -1.51214], [-4.46361, -0.65061, -1.48193], [-3.78437, 0.74017, -3.13387], [-5.33002, -0.74981, -1.97827], [-4.27152, -1.09001, -0.60249], [-4.55179, 0.39061, -3.68229], [-3.07662, 1.28859, -3.59242], [1.10724, 2.12491, -1.38167], [0.03825, 1.78114, -0.86195], [1.64271, 3.34112, -1.13455], [1.81055, 1.35610, -2.24658], [1.22333, 3.98228, -0.48951], [2.43939, 3.60031, -1.68924], [2.74224, 1.61283, -2.51501], [1.37280, 0.46738, -2.40557], [-0.44859, -1.45707, 4.39931], [-0.82756, -1.30677, 3.22607], [-1.26165, -1.11809, 5.42735], [0.81428, -1.83279, 4.67856], [-0.89468, -1.17989, 6.36093], [-2.00347, -0.47481, 5.21639], [1.11146, -2.02010, 5.61972], [1.47398, -1.90345, 3.92877], [0.15423, 2.50667, 2.83440], [-0.34171, 1.67308, 2.09476], [-0.00040, 3.85610, 2.71216], [0.99420, 2.17144, 3.87595], [0.41182, 4.50560, 3.35415], [-0.43717, 4.11200, 1.84447], [1.50109, 2.92218, 4.31138], [1.40681, 1.26314, 3.76407]],
  "e_tot_ha": -1266.70293,
  "gap_ev": 3.76,
  "total_charge": 2,
  "e_homo_ev": -15.1,
  "relative_energy_kcal_mol": 0.0
}

> Which formula does entry 1 have?

C18H52N16O28S5